The following is a quantum chemistry calculation of an isolated molecule of C5H8, from OMol25.

- maximum force (hartree/bohr) = 0.0433
- relative energy (zero: lowest compared OMol25 entry of this formula, charge and spin) (kJ/mol) = 215.34
- total energy (eV) = -5311.935

The geometry in XYZ format:
```
13
Properties=species:S:1:pos:R:3:forces:R:3
C -1.83966 -0.83999 0.15046 0.0 1.1 0.0
C -1.22567 0.13608 0.82280 0.3 -0.8 0.5
C 0.09575 0.79956 0.47489 -0.9 -2.0 -0.2
C 1.15268 -0.17055 -0.01941 0.1 0.3 -2.1
C 1.81618 0.11009 -1.16894 -0.2 0.0 0.7
H -2.67706 -1.31430 0.62524 -0.4 -0.2 -0.1
H -1.63239 -1.07736 -0.89324 0.3 -0.2 0.3
H -1.56854 0.36457 1.83559 -0.2 -0.1 -0.3
H -0.07574 1.56414 -0.27738 0.4 0.4 0.1
H 0.49531 1.16320 1.42365 0.0 0.6 -0.3
H 1.31061 -1.20334 0.29660 0.4 0.7 1.6
H 2.87543 -0.10942 -1.28984 -0.5 -1.1 -0.6
H 1.27309 0.57731 -1.98042 0.5 1.3 0.2
```
Positions in Å, forces in eV/Å.